(1)
{"formula": "C24H68B2IO20PS", "method": "the ωB97M-V functional and the def2-TZVPD basis", "elements": ["C", "C", "C", "I", "C", "C", "P", "O", "O", "S", "C", "O", "C", "B", "C", "O", "C", "B", "O", "O", "C", "C", "O", "H", "H", "H", "H", "H", "H", "H", "H", "H", "H", "H", "H", "H", "H", "H", "H", "C", "O", "H", "H", "H", "H", "C", "O", "H", "H", "H", "H", "C", "O", "H", "H", "H", "H", "C", "O", "H", "H", "H", "H", "C", "O", "H", "H", "H", "H", "C", "O", "H", "H", "H", "H", "C", "O", "H", "H", "H", "H", "C", "O", "H", "H", "H", "H", "C", "O", "H", "H", "H", "H", "C", "O", "H", "H", "H", "H", "C", "O", "H", "H", "H", "H", "C", "O", "H", "H", "H", "H", "C", "O", "H", "H", "H", "H"], "xyz": [[0.279, -3.887, -0.560], [0.981, -2.507, -0.104], [-0.061, -1.716, 0.871], [1.148, -0.621, 2.310], [-0.997, -0.808, -0.034], [-2.390, -1.076, -0.194], [-3.282, -2.504, 0.642], [-2.962, -2.638, 2.307], [-2.822, -3.908, -0.241], [-5.237, -2.416, 0.462], [-3.199, -0.095, -1.186], [-4.320, 0.363, -0.946], [-2.391, 0.294, -2.523], [-3.116, 0.349, -3.992], [-2.673, -0.636, -5.230], [-4.201, 1.268, -4.182], [-1.005, 0.587, -2.347], [-0.029, 1.044, -3.563], [-0.357, 2.154, -4.452], [1.194, 0.334, -3.708], [1.937, 0.702, -4.920], [-0.412, 0.448, -0.859], [0.395, 1.268, -0.397], [1.030, -4.712, -0.804], [-0.413, -3.641, -1.435], [-0.398, -4.312, 0.263], [1.892, -2.813, 0.525], [1.255, -1.888, -1.015], [-0.609, -2.531, 1.443], [-2.321, -1.949, 2.591], [-3.543, -4.567, -0.101], [-3.366, -1.546, -5.260], [-1.574, -0.918, -5.197], [-2.835, -0.029, -6.178], [-4.887, 0.751, -4.660], [-0.399, 2.988, -3.937], [2.382, 1.740, -4.820], [2.740, -0.094, -5.064], [1.227, 0.610, -5.821], [-1.575, 1.329, 4.894], [-0.941, 0.179, 5.437], [-2.625, 1.099, 4.713], [-1.504, 2.158, 5.603], [-1.096, 1.603, 3.951], [-0.015, 0.408, 5.588], [-1.801, -2.835, 7.588], [-0.746, -1.899, 7.765], [-1.615, -3.699, 8.223], [-2.751, -2.376, 7.871], [-1.836, -3.156, 6.542], [-0.935, -1.145, 7.192], [-3.131, 3.170, -6.770], [-1.888, 3.781, -6.449], [-3.566, 3.687, -7.625], [-2.971, 2.119, -7.028], [-3.811, 3.245, -5.918], [-1.522, 3.307, -5.691], [5.894, 0.596, -5.967], [4.910, 0.998, -5.024], [5.406, 0.046, -6.771], [6.390, 1.477, -6.382], [6.630, -0.050, -5.481], [5.366, 1.481, -4.325], [1.877, -3.795, 8.696], [2.423, -4.887, 7.966], [1.295, -3.172, 8.017], [1.225, -4.172, 9.489], [2.686, -3.200, 9.129], [2.931, -5.421, 8.588], [-4.347, -4.949, 9.491], [-3.111, -4.324, 9.809], [-4.785, -4.440, 8.632], [-4.177, -5.999, 9.240], [-5.029, -4.874, 10.341], [-2.744, -4.791, 10.570], [-8.261, -5.173, 1.993], [-8.138, -4.561, 0.719], [-8.923, -6.035, 1.906], [-7.279, -5.506, 2.340], [-8.686, -4.462, 2.706], [-7.549, -3.803, 0.822], [3.217, 3.692, -0.408], [2.899, 2.998, 0.789], [4.300, 3.794, -0.478], [2.850, 3.128, -1.269], [2.761, 4.686, -0.389], [1.937, 2.922, 0.827], [-1.907, -4.075, -7.253], [-1.750, -3.280, -6.085], [-2.675, -3.625, -7.882], [-0.965, -4.112, -7.805], [-2.215, -5.086, -6.974], [-1.067, -3.698, -5.546], [5.448, 5.891, 1.835], [5.571, 6.496, 0.557], [4.792, 5.023, 1.751], [6.432, 5.568, 2.186], [5.014, 6.605, 2.540], [6.155, 7.259, 0.658], [3.832, 0.036, 5.200], [2.854, 0.859, 4.577], [3.606, -1.007, 4.978], [4.823, 0.282, 4.812], [3.808, 0.188, 6.282], [3.074, 1.774, 4.787], [-0.196, 1.445, -8.530], [-0.003, 1.206, -7.143], [0.522, 0.847, -9.092], [-1.210, 1.156, -8.817], [-0.034, 2.503, -8.747], [-0.648, 1.745, -6.668], [6.800, 10.153, 0.081], [7.436, 9.006, 0.631], [5.751, 9.921, -0.099], [6.870, 10.987, 0.785], [7.277, 10.423, -0.864], [8.360, 9.236, 0.780]], "lowdin_charge": [-0.1206, -0.2717, -0.6767, 1.0062, -0.1227, -0.1261, 0.3887, -0.2465, -0.2760, 0.3287, -0.2716, 0.0676, 0.0642, -0.3580, -0.0105, 0.0778, 0.0683, -0.4708, 0.0740, -0.0027, -0.0567, -0.2258, 0.0459, 0.0800, 0.0734, 0.0660, 0.0840, 0.1138, 0.0550, 0.0637, 0.0645, 0.0867, 0.0732, 0.0649, 0.1175, 0.1347, 0.1069, 0.0966, 0.0794, -0.1506, -0.1657, 0.0825, 0.0795, 0.0593, 0.0686, -0.1559, -0.1423, 0.0581, 0.0774, 0.0792, 0.0387, -0.1390, -0.1200, 0.0853, 0.0592, 0.0752, 0.0316, -0.1507, -0.1448, 0.0798, 0.0761, 0.0762, 0.0837, -0.1591, -0.1342, 0.0592, 0.0760, 0.0743, 0.0691, -0.1498, -0.1461, 0.0797, 0.0772, 0.0751, 0.0825, -0.1682, -0.1497, 0.0754, 0.0733, 0.0749, -0.0082, -0.1607, -0.1437, 0.0754, 0.0679, 0.0808, 0.0532, -0.1480, -0.1473, 0.0802, 0.0766, 0.0764, 0.0833, -0.1573, -0.1377, 0.0622, 0.0770, 0.0770, 0.0328, -0.1552, -0.2270, 0.0749, 0.0798, 0.0783, 0.0816, -0.1298, -0.1574, 0.0809, 0.0756, 0.0835, 0.0334, -0.1445, -0.1342, 0.0834, 0.0779, 0.0789, 0.0839], "homo_energy_ev": -8.8, "energy_ev": -96513.5543, "homo_lumo_gap_ev": 7.355, "fmax_ev_per_a": 3.7, "total_charge": 0, "lumo_ev": -1.41}


(2)
{"formula": "C15H30AsF6N3O8PZr", "method": "the ωB97M-V functional and the def2-TZVPD basis", "elements": ["Zr", "O", "C", "C", "N", "C", "C", "O", "O", "C", "C", "O", "O", "H", "H", "H", "H", "H", "H", "H", "H", "H", "C", "C", "O", "P", "O", "C", "C", "O", "C", "C", "H", "H", "H", "H", "H", "H", "H", "H", "H", "H", "H", "H", "H", "H", "H", "F", "As", "F", "F", "F", "F", "F", "C", "N", "C", "C", "N", "H", "H", "H", "H", "H", "H"], "xyz": [[-0.953, -0.092, 0.165], [0.421, 0.701, 2.441], [1.648, 0.026, 2.702], [2.841, 0.473, 1.848], [2.944, -0.028, 0.476], [2.957, -1.456, 0.225], [1.591, -1.964, -0.258], [1.453, -3.231, -0.065], [0.868, -1.177, -0.862], [3.013, 0.849, -0.589], [1.493, 1.395, -1.085], [1.448, 1.771, -2.205], [0.654, 1.349, -0.126], [0.459, 1.585, 2.822], [1.445, -1.037, 2.584], [1.939, 0.186, 3.741], [3.740, 0.121, 2.368], [2.895, 1.559, 1.799], [3.285, -1.999, 1.109], [3.662, -1.655, -0.586], [3.449, 0.406, -1.479], [3.488, 1.792, -0.315], [-4.328, 4.867, -2.894], [-3.206, 4.817, -1.891], [-3.144, 3.466, -1.318], [-1.728, 2.817, -0.993], [-1.949, 1.235, -1.534], [-3.234, 0.799, -2.138], [-3.184, 0.997, -3.630], [-1.965, 2.207, 0.558], [-1.828, 3.102, 1.695], [-3.153, 3.735, 2.048], [-4.441, 5.889, -3.255], [-5.269, 4.563, -2.436], [-4.126, 4.227, -3.751], [-3.378, 5.502, -1.062], [-2.242, 5.050, -2.345], [-4.032, 1.363, -1.663], [-3.321, -0.251, -1.883], [-3.079, 2.049, -3.891], [-4.109, 0.628, -4.073], [-2.353, 0.440, -4.061], [-1.066, 3.852, 1.462], [-1.468, 2.487, 2.518], [-3.554, 4.309, 1.214], [-3.023, 4.407, 2.896], [-3.879, 2.972, 2.327], [-1.721, -1.372, -0.986], [0.249, -4.516, -0.705], [-1.214, -4.123, -0.036], [-0.390, -1.458, 1.425], [1.001, -5.434, 0.486], [0.359, -3.680, -2.170], [-0.120, -5.920, -1.549], [-6.303, 0.205, 1.644], [-5.249, -0.808, 1.793], [-5.632, -2.176, 2.178], [-4.022, -0.524, 1.522], [-2.918, -0.253, 1.281], [-6.801, 0.350, 2.602], [-7.027, -0.131, 0.903], [-5.863, 1.144, 1.319], [-6.319, -2.117, 3.020], [-4.748, -2.731, 2.481], [-6.117, -2.678, 1.342]], "lowdin_charge": [1.9557, -0.1269, -0.1802, -0.0719, -0.0537, 0.0138, -0.4894, -0.0424, -0.0254, 0.0002, -0.5532, 0.2020, -0.2034, 0.1034, 0.1157, 0.1433, 0.1559, 0.1427, 0.1584, 0.1666, 0.1503, 0.1580, -0.0585, -0.2542, -0.3253, 0.9636, -0.4566, -0.2376, -0.0433, -0.4470, -0.2637, -0.0465, 0.0937, 0.0881, 0.0738, 0.1155, 0.1096, 0.1109, 0.0964, 0.0691, 0.0975, 0.0930, 0.1223, 0.1028, 0.0707, 0.0959, 0.0769, -0.4127, 1.0298, -0.1150, -0.4231, -0.1415, -0.1407, -0.1433, 0.0077, -0.1604, 0.0112, -0.1913, 0.1056, 0.1038, 0.1040, 0.0909, 0.1031, 0.1021, 0.1034], "homo_energy_ev": [-15.1, -15.1], "energy_ev": -124597.6488, "homo_lumo_gap_ev": [9.280, 6.470], "de_lowest_ev": 1.610, "spin_multiplicity": 2, "fmax_ev_per_a": 1.1, "total_charge": 2, "lumo_ev": [-5.83, -8.65]}


(3)
{"formula": "C7H16IOS", "method": "the ωB97M-V functional and the def2-TZVPD basis", "elements": ["C", "C", "C", "C", "S", "O", "C", "C", "C", "I", "H", "H", "H", "H", "H", "H", "H", "H", "H", "H", "H", "H", "H", "H", "H", "H"], "xyz": [[-2.617, 1.394, -0.782], [-1.253, 2.050, -0.577], [-0.063, 1.100, -0.795], [1.258, 1.766, -1.209], [0.096, 0.106, 0.701], [0.923, 1.161, 1.607], [1.348, -1.125, 0.285], [0.764, -2.532, 0.271], [0.381, -3.046, 1.647], [-0.916, -2.623, -1.058], [-2.931, 0.816, 0.089], [-3.376, 2.152, -0.967], [-2.606, 0.721, -1.642], [-1.194, 2.486, 0.426], [-1.116, 2.883, -1.268], [-0.353, 0.333, -1.520], [1.145, 2.847, -1.181], [2.100, 1.524, -0.562], [1.519, 1.469, -2.223], [0.607, 1.127, 2.527], [1.815, -0.843, -0.657], [2.095, -1.045, 1.081], [1.515, -3.178, -0.181], [-0.404, -2.436, 2.102], [1.257, -3.040, 2.302], [0.006, -4.065, 1.585]], "lowdin_charge": [-0.0892, -0.2570, -0.5095, -0.0558, 1.1112, -0.2627, -0.3864, -0.8219, -0.1657, 0.9670, 0.0764, 0.0853, 0.0760, 0.1145, 0.1230, 0.0697, 0.0939, 0.0764, 0.0973, 0.1071, 0.1017, 0.1162, 0.0878, 0.0706, 0.0930, 0.0812], "homo_energy_ev": -13.2, "energy_ev": -28494.8664, "homo_lumo_gap_ev": 9.515, "de_lowest_ev": 0.000, "fmax_ev_per_a": 0.3, "total_charge": 1, "lumo_ev": -3.71}


(4)
{"formula": "C3H7NS2", "method": "the ωB97M-V functional and the def2-TZVPD basis", "elements": ["C", "C", "C", "N", "S", "S", "H", "H", "H", "H", "H", "H", "H"], "xyz": [[-0.135, -0.247, -0.251], [-0.329, -1.629, 0.137], [-0.737, 2.038, -0.435], [-0.873, 0.703, -0.059], [2.787, 0.009, 0.999], [2.188, 0.179, -0.961], [0.015, -2.169, -0.708], [-1.423, -1.857, 0.233], [0.149, -2.107, 0.992], [0.301, 2.462, -0.728], [-0.875, 2.722, 0.466], [-1.480, 2.360, -1.181], [1.717, 0.678, 1.405]], "lowdin_charge": [-0.3456, -0.0982, -0.1608, 0.0027, 0.1852, 0.1261, 0.0596, 0.1085, 0.0859, 0.0882, 0.0979, 0.0848, -0.2342], "homo_energy_ev": [-7.8, -7.8], "energy_ev": -26382.6743, "homo_lumo_gap_ev": [7.513, 7.514], "de_lowest_ev": 2.501, "fmax_ev_per_a": 4.4, "total_charge": 0, "lumo_ev": [-0.30, -0.30]}


(5)
{"formula": "C2H4ClFO2", "method": "the ωB97M-V functional and the def2-TZVPD basis", "elements": ["C", "C", "O", "O", "F", "Cl", "H", "H", "H", "H"], "xyz": [[0.917, 0.089, 1.101], [-0.688, -0.270, -0.554], [0.002, 0.474, -1.475], [0.183, -0.824, 0.371], [0.102, 0.793, 1.949], [-1.491, -1.670, -1.328], [1.428, 0.827, 0.469], [1.616, -0.486, 1.716], [-1.488, 0.309, -0.060], [-0.582, 0.759, -2.188]], "lowdin_charge": [-0.2465, -0.8605, -0.0336, -0.0975, -0.0056, 0.7441, 0.1333, 0.1364, 0.1358, 0.0941], "homo_energy_ev": [-4.5, -11.3], "energy_ev": -21466.3962, "homo_lumo_gap_ev": [5.203, 6.610], "de_lowest_ev": 2.753, "spin_multiplicity": 3, "fmax_ev_per_a": 6.8, "total_charge": 0, "lumo_ev": [0.69, -4.69]}


(6)
{"formula": "C15H25BCl2F7O6", "method": "the ωB97M-V functional and the def2-TZVPD basis", "elements": ["C", "C", "C", "Cl", "B", "C", "Cl", "C", "F", "F", "C", "F", "F", "C", "F", "F", "F", "H", "H", "H", "H", "H", "H", "H", "H", "H", "C", "C", "O", "C", "O", "O", "C", "H", "H", "H", "H", "H", "H", "H", "H", "C", "C", "O", "C", "O", "O", "C", "H", "H", "H", "H", "H", "H", "H", "H"], "xyz": [[-0.148, -2.509, 3.153], [1.162, -1.828, 3.611], [1.584, -0.720, 2.635], [2.571, 0.488, 3.598], [2.311, -1.258, 1.222], [2.295, -2.876, 1.053], [4.140, -0.737, 1.081], [1.528, -0.635, -0.099], [0.337, -1.317, -0.341], [2.265, -0.783, -1.271], [1.129, 0.870, -0.053], [-0.041, 1.001, 0.653], [2.067, 1.608, 0.580], [0.873, 1.548, -1.428], [2.005, 1.815, -2.071], [0.224, 2.708, -1.261], [0.114, 0.779, -2.215], [-0.972, -2.245, 3.828], [-0.440, -2.167, 2.153], [-0.075, -3.599, 3.124], [0.981, -1.365, 4.588], [1.970, -2.551, 3.750], [0.681, -0.142, 2.432], [3.060, -3.329, 1.690], [1.322, -3.335, 1.243], [2.561, -3.120, 0.015], [-0.870, -0.418, -5.212], [0.540, -0.711, -5.668], [0.594, -1.029, -7.076], [0.542, 0.006, -7.902], [0.477, 1.170, -7.602], [0.545, -0.463, -9.158], [0.457, 0.549, -10.159], [-1.534, -1.246, -5.469], [-0.884, -0.285, -4.133], [-1.254, 0.489, -5.678], [0.930, -1.598, -5.174], [1.211, 0.120, -5.458], [1.236, 1.297, -10.025], [-0.519, 1.032, -10.128], [0.587, 0.041, -11.110], [-1.255, 3.212, 3.831], [-1.515, 1.739, 3.609], [-1.563, 1.013, 4.853], [-2.694, 1.113, 5.534], [-3.682, 1.725, 5.213], [-2.554, 0.430, 6.677], [-3.694, 0.477, 7.532], [-0.344, 3.350, 4.415], [-1.130, 3.711, 2.870], [-2.083, 3.683, 4.362], [-0.695, 1.288, 3.056], [-2.438, 1.568, 3.056], [-4.590, 0.159, 7.003], [-3.838, 1.485, 7.919], [-3.482, -0.206, 8.349]], "lowdin_charge": [-0.1045, -0.3022, -0.6066, 0.5209, -0.9753, -0.1062, 0.4994, -0.3645, 0.0542, 0.0361, -0.3455, 0.0997, 0.1193, -0.5471, 0.1758, 0.1576, 0.1580, 0.0624, 0.0682, 0.0649, 0.0788, 0.1007, 0.0390, 0.0500, 0.0378, 0.0563, -0.0579, -0.1930, 0.0381, -0.6158, 0.1218, -0.0032, -0.0511, 0.0816, 0.0640, 0.0776, 0.1268, 0.1252, 0.0939, 0.0957, 0.0897, -0.0553, -0.1942, 0.0441, -0.6142, 0.1135, 0.0013, -0.0521, 0.0840, 0.0810, 0.0718, 0.0946, 0.1273, 0.0930, 0.0949, 0.0900], "homo_energy_ev": -6.0, "energy_ev": -72994.4294, "homo_lumo_gap_ev": 8.328, "fmax_ev_per_a": 0.5, "total_charge": -1, "lumo_ev": 2.34}